No. 1
ORCA calculation (ωB97M-V/def2-TZVPD) on a molecular structure, C3H6N2O2S at a distorted geometry.

Structure (XYZ):
```
14
Properties=species:S:1:pos:R:3:mulliken_charge:R:1
C 2.4411 -0.2614 0.6653 -0.858
C 0.2335 -0.8768 -0.2661 0.621
C -0.4646 0.5095 0.0772 0.152
H 3.6212 -0.9677 0.3152 0.250
H 2.5419 0.6850 0.0605 0.402
H 2.2140 -0.2893 1.9668 0.225
H 1.7534 -2.0696 -0.1226 0.303
H -2.0984 1.4165 0.7015 0.246
H -1.9501 -1.1491 -0.4185 0.416
N 1.5445 -1.1108 -0.0675 -0.169
N -1.5977 0.5374 0.5599 -0.012
O -0.5356 -1.7550 -0.7086 -0.696
O -2.4844 -0.7071 0.3988 -0.447
S 0.3244 1.8661 -0.3956 -0.435
```

The HOMO-LUMO gap is 8.67 eV. As for the energy: -21114.261 eV. Its largest force on an atom is 7.67 eV/Å.

---

No. 2
ORCA calculation (ωB97M-V/def2-TZVPD) on a molecular structure, C3H6N2O2S at a distorted geometry.

Structure (XYZ):
```
14
Properties=species:S:1:pos:R:3:mulliken_charge:R:1
C 0.7272 1.4852 0.2655 -0.137
C 2.5565 0.8416 -0.3908 -0.078
C -1.7896 -1.5908 0.2338 -0.780
N 3.5174 -0.0020 -0.3536 -0.468
N -0.1299 0.6122 0.0668 -0.201
O -2.8010 0.0784 -1.4565 -0.513
O -1.3948 1.0258 0.5281 -0.244
S -2.6780 -0.0485 -0.0223 0.575
H 0.7109 2.5327 0.6821 0.318
H 2.7213 1.4382 -1.1980 0.325
H -2.5705 -2.4056 0.1109 0.310
H -1.4875 -1.7582 1.3604 0.313
H -0.8237 -1.5264 -0.2131 0.338
H 3.4417 -0.6827 0.3868 0.241
```

The HOMO-LUMO gap is 9.99 eV. As for the energy: -21112.287 eV. Its largest force on an atom is 4.47 eV/Å.

---

No. 3
ORCA calculation (ωB97M-V/def2-TZVPD) on a single C3H6N2O2S molecule at a distorted geometry.

Structure (XYZ):
```
14
Properties=species:S:1:pos:R:3:mulliken_charge:R:1
N 3.2722 -0.2251 -0.5081 -0.363
C 1.9772 -0.2924 -0.1292 0.226
N 1.3214 0.6938 0.3672 -0.636
O 0.0538 0.1617 0.6871 -0.098
C -1.0814 0.7300 0.1686 0.634
O -1.0890 1.7789 -0.4001 -0.505
C -2.0831 -0.3678 0.4148 -0.484
S -3.6726 -0.2529 -0.3758 -0.216
H 3.7071 0.6800 -0.4788 0.247
H 3.6893 -1.0710 -0.8850 0.218
H 1.4603 -1.2366 -0.3427 0.269
H -2.1199 -0.4464 1.5213 0.334
H -1.5368 -1.2378 0.0347 0.236
H -3.8985 1.0857 -0.0741 0.138
```

The HOMO-LUMO gap is 9.76 eV. As for the SMILES: N/C=N/OC(=O)CS. As for the energy: -21116.862 eV. Its largest force on an atom is 1.85 eV/Å.

---

No. 4
ORCA calculation (ωB97M-V/def2-TZVPD) on a molecular structure, C3H6N2O2S at a distorted geometry.

Structure (XYZ):
```
14
Properties=species:S:1:pos:R:3:mulliken_charge:R:1
C -1.2276 0.6281 0.7242 -0.550
C -0.1372 0.6995 -0.4048 0.697
C 0.4470 -1.7059 0.3730 0.179
H -0.0741 1.2109 2.4919 0.351
H -1.9884 1.3944 0.5378 0.251
H -1.7725 -0.3762 0.4601 0.291
H 0.6179 1.5604 -2.0340 0.212
H 2.3573 0.2023 -1.8108 0.108
H 0.5151 -1.3832 1.7624 0.268
N -0.1708 1.6499 -1.2155 -0.608
N 0.4046 -0.6556 -0.7224 -0.009
O -0.7417 0.6532 2.0280 -0.535
O 0.6502 -2.9084 -0.0750 -0.514
S 1.1200 -0.9694 -2.1150 -0.139
```

The HOMO-LUMO gap is 9.03 eV. As for the energy: -21113.463 eV. Its largest force on an atom is 7.08 eV/Å.

---

No. 5
ORCA calculation (ωB97M-V/def2-TZVPD) on a single C3H6N2O3S molecule at a distorted geometry.

Structure (XYZ):
```
15
Properties=species:S:1:pos:R:3:mulliken_charge:R:1
N -1.2876 -1.8957 0.1883 -0.569
S -1.2861 -0.2238 0.0219 1.060
O -2.3000 0.3080 0.8796 -0.625
O -1.4221 0.1050 -1.3872 -0.617
C 0.2860 0.3232 0.7494 -0.101
N 0.6609 1.4749 -0.0128 -0.543
C 1.3765 0.7508 -0.9647 -0.284
C 1.3498 -0.4997 -0.1923 0.355
O 1.7057 -1.6237 -0.1161 -0.517
H -0.6716 -2.1315 0.9758 0.302
H -1.0454 -2.2770 -0.6536 0.306
H 0.3315 0.3132 1.9092 0.331
H -0.1361 2.0434 -0.3565 0.325
H 2.4269 1.1700 -0.8357 0.272
H 0.9463 0.7360 -1.9525 0.304
```

The HOMO-LUMO gap is 10.01 eV. As for the SMILES: NS(=O)(=O)[C@@H]1NCC1=O. As for the energy: -23163.423 eV. Its largest force on an atom is 4.57 eV/Å.

---

No. 6
ORCA calculation (ωB97M-V/def2-TZVPD) on a molecular structure, C3H6N2O4 at a distorted geometry.

Structure (XYZ):
```
15
Properties=species:S:1:pos:R:3:mulliken_charge:R:1
C -0.3271 -0.2085 0.5707 0.326
C 0.0083 1.1286 0.0522 0.581
C 0.6939 -0.8460 -0.9543 0.598
N 0.4098 2.0805 0.8927 -0.359
N -0.1499 -1.2104 -1.9450 -0.411
O 0.0903 -0.4302 1.8847 -0.599
O -1.6452 -0.5856 0.2716 -0.530
O 0.3402 1.1218 -1.1678 -0.622
O 1.7973 -1.2410 -0.7051 -0.616
H 0.7095 -1.1764 1.8575 0.349
H -2.1977 -0.5570 1.0658 0.322
H 0.4008 1.8859 1.8816 0.213
H 0.8739 2.9019 0.5385 0.253
H -1.0544 -0.7600 -1.8723 0.242
H 0.0504 -2.1035 -2.3706 0.253
```

The HOMO-LUMO gap is 8.92 eV. As for the energy: -14377.041 eV. Its largest force on an atom is 3.94 eV/Å.

---

No. 7
ORCA calculation (ωB97M-V/def2-TZVPD) on a single C3H6N2OS molecule at a distorted geometry.

Structure (XYZ):
```
13
Properties=species:S:1:pos:R:3:mulliken_charge:R:1
C -1.7310 -0.0165 -0.0052 -0.744
N -0.4330 0.1159 -0.6881 0.159
C 0.3135 1.2134 -0.2115 0.100
N 1.5387 1.3462 -0.2959 -0.437
S 2.5105 0.0153 -0.3507 0.022
C 1.3186 -1.1272 0.1881 -0.370
O 0.1708 -1.0532 -0.8690 -0.351
H -1.4356 0.2393 1.1954 0.253
H -2.4966 0.8792 -0.5847 0.258
H -2.0025 -1.1415 -0.3234 0.318
H -0.4497 2.1056 0.1351 0.230
H 1.8166 -2.0888 0.7342 0.312
H 0.8798 -0.4877 1.0757 0.250
```

The HOMO-LUMO gap is 9.00 eV. As for the SMILES: CN1C=NSCO1. As for the energy: -19065.519 eV. Its largest force on an atom is 4.64 eV/Å.

---

No. 8
ORCA calculation (ωB97M-V/def2-TZVPD) on a single C3H6N2OS molecule at a distorted geometry.

Structure (XYZ):
```
13
Properties=species:S:1:pos:R:3:mulliken_charge:R:1
C 0.2752 1.0534 0.9628 0.483
C 0.9040 -0.1752 0.1558 -0.315
C 0.5366 -1.4124 0.8217 -0.333
N -1.2425 -1.8197 -0.8928 -0.615
N -0.0223 2.0109 0.0351 -0.364
O 0.3061 1.1682 2.1702 -0.585
S -0.6532 -2.5464 0.3801 0.234
H 0.4382 -0.1196 -0.8484 0.376
H 1.9620 0.0835 0.1958 0.232
H 0.8651 -1.9016 1.8026 0.240
H 0.2740 1.8602 -0.8763 0.179
H -2.0635 -2.3763 -1.1130 0.233
H -0.2818 2.9930 0.2134 0.235
```

The HOMO-LUMO gap (spin up / spin down) is 7.97 / 7.98 eV. As for the energy: -19069.014 eV. Its largest force on an atom is 5.86 eV/Å.

---

No. 9
ORCA calculation (ωB97M-V/def2-TZVPD) on a single C3H6N2OS molecule at a distorted geometry.

Structure (XYZ):
```
13
Properties=species:S:1:pos:R:3:mulliken_charge:R:1
C 0.5478 -1.3957 -0.3662 -0.995
N 0.0830 -0.3531 0.5936 0.053
C 0.9419 0.7229 0.6296 -0.257
O 0.0435 1.9965 -0.2091 -0.401
N -1.1433 1.3370 -0.3803 0.029
C -1.1414 0.0478 0.0657 0.074
S -2.6120 -0.7274 0.0030 -0.362
H 0.9487 -0.9947 -1.3159 0.399
H 1.3167 -2.1089 0.2303 0.255
H -0.1368 -2.0951 -0.7877 0.373
H 1.0549 0.9980 1.7170 0.266
H 1.9284 0.5156 0.1093 0.312
H -1.8314 2.0570 -0.2891 0.254
```

The HOMO-LUMO gap is 8.62 eV. As for the SMILES: CN1CONC1=S. As for the energy: -19067.097 eV. Its largest force on an atom is 4.72 eV/Å.

---

No. 10
ORCA calculation (ωB97M-V/def2-TZVPD) on a single C3H6N2OS molecule at a distorted geometry.

Structure (XYZ):
```
13
Properties=species:S:1:pos:R:3:mulliken_charge:R:1
C -3.1533 0.1197 0.1207 -0.790
C -2.0572 -0.9299 -0.0991 -0.076
N -0.8292 -0.6600 -0.1406 -0.322
O -0.6908 0.7758 0.0507 -0.190
C 0.5941 1.2990 -0.0733 0.186
N 1.7551 0.8293 -0.0122 -0.304
S 2.3529 -0.6428 0.0492 -0.125
H -3.8085 0.3708 -0.7893 0.258
H -2.7863 1.0428 0.5198 0.292
H -3.7422 -0.3770 0.9035 0.281
H -2.2193 -2.0116 -0.3468 0.359
H 0.3942 2.4429 -0.3075 0.255
H 1.2595 -1.5063 0.2068 0.178
```

The HOMO-LUMO gap is 9.19 eV. As for the SMILES: C/C=N\O/C=N\S. As for the energy: -19067.766 eV. Its largest force on an atom is 3.07 eV/Å.

---

No. 11
ORCA calculation (ωB97M-V/def2-TZVPD) on a single C3H6N2OS molecule at a distorted geometry.

Structure (XYZ):
```
13
Properties=species:S:1:pos:R:3:mulliken_charge:R:1
H 1.4713 -1.4706 0.0915 0.323
N 1.0855 -1.1840 0.9799 -0.556
C 0.1681 -0.3193 0.6660 0.501
C -0.6041 0.3741 1.7262 -1.009
N -0.0980 -0.2623 -0.7605 -0.040
S -1.7003 -0.4215 -1.3578 -0.132
C 0.8302 0.2098 -1.6380 0.016
O 0.8781 0.2454 -2.8634 -0.517
H -1.5100 -0.2795 2.1701 0.253
H 0.0744 0.4359 2.6698 0.321
H -0.8401 1.4246 1.5903 0.326
H -1.5000 0.7915 -2.1526 0.171
H 1.7448 0.4559 -1.1216 0.344
```

The HOMO-LUMO gap is 9.92 eV. As for the SMILES: [H]/N=C(/C)N(S)C=O. As for the energy: -19069.376 eV. Its largest force on an atom is 3.67 eV/Å.

---

No. 12
ORCA calculation (ωB97M-V/def2-TZVPD) on 2 unconnected molecules or ions with the total composition C3H6N2P at a distorted geometry.

Structure (XYZ):
```
12
Properties=species:S:1:pos:R:3:mulliken_charge:R:1
C 0.0976 0.5928 -0.8912 0.118
C 1.7393 1.1188 1.8522 0.322
C -1.7015 -1.1508 -1.0166 -0.695
N 0.7483 1.3230 1.3087 -0.351
N -0.5503 -0.3450 -1.4962 -0.113
P 3.0468 0.7794 2.9681 0.033
H 0.6955 1.2023 -1.5985 0.310
H -1.8334 -1.9004 -1.6673 0.337
H -1.4313 -1.4957 0.1043 0.280
H -2.5012 -0.4304 -1.0289 0.326
H -0.4443 -0.2365 -2.5434 0.334
H 2.1346 0.5423 4.0087 0.098
```

The HOMO-LUMO gap (spin up / spin down) is 8.84 / 6.72 eV. Its charge is +1. As for the energy: -15464.734 eV. Its largest force on an atom is 5.79 eV/Å.

---

No. 13
ORCA calculation (ωB97M-V/def2-TZVPD) on a single C3H6N2S molecule at a distorted geometry.

Structure (XYZ):
```
12
Properties=species:S:1:pos:R:3:mulliken_charge:R:1
S -2.4851 -0.3906 1.5381 -0.428
C -1.1037 -0.1662 0.7141 0.151
N -0.9878 0.1710 -0.6088 -0.179
C 0.3669 0.3635 -1.0907 -0.347
C 1.1715 -0.1358 0.1097 -0.435
N 0.1372 -0.2699 1.1488 -0.164
H -1.8451 0.3659 -1.0569 0.154
H 0.5043 1.4474 -1.1740 0.250
H 0.5657 -0.1896 -2.0128 0.284
H 1.8841 0.5445 0.4841 0.291
H 1.5692 -1.1003 -0.0940 0.269
H 0.2229 -0.6398 2.0423 0.153
```

The HOMO-LUMO gap is 8.95 eV. As for the SMILES: S=C1NCCN1. As for the energy: -17023.812 eV. Its largest force on an atom is 2.33 eV/Å.

---

No. 14
ORCA calculation (ωB97M-V/def2-TZVPD) on a single C3H6N2S molecule at a distorted geometry.

Structure (XYZ):
```
12
Properties=species:S:1:pos:R:3:mulliken_charge:R:1
C 2.4411 -0.7110 -0.0447 -0.308
N 1.2747 -1.2147 0.0263 -0.542
N 0.3127 -0.2303 0.1420 0.142
C -1.0711 -0.4340 0.0432 0.317
C -1.8060 0.9442 -0.0573 -0.850
S -1.6715 -1.9603 0.0113 -0.287
H 2.6413 0.3348 0.0917 0.203
H 3.2543 -1.3978 -0.2588 0.262
H 0.7129 0.7145 0.1919 0.274
H -2.2543 1.2625 0.8942 0.258
H -2.7297 0.8746 -0.6826 0.286
H -1.1044 1.8173 -0.3572 0.245
```

The HOMO-LUMO gap is 8.66 eV. As for the SMILES: C=NNC(C)=S. As for the energy: -17021.832 eV. Its largest force on an atom is 2.01 eV/Å.

---

No. 15
ORCA calculation (ωB97M-V/def2-TZVPD) on a single C3H6N2S molecule at a distorted geometry.

Structure (XYZ):
```
12
Properties=species:S:1:pos:R:3:mulliken_charge:R:1
H -1.8821 1.5371 -0.1416 0.226
N -2.1580 0.5617 0.0813 -0.766
C -1.0357 -0.1316 -0.0304 0.480
N -1.2279 -1.5428 -0.0049 -0.476
C 0.3867 0.3746 -0.0433 0.338
C 0.5123 1.8556 -0.0253 -1.091
S 1.7526 -0.6131 0.0302 -0.210
H -2.3974 -1.5508 0.0413 0.328
H -0.6543 -2.2651 -0.3643 0.221
H -0.2959 2.4015 -0.7274 0.254
H 1.5485 2.0096 -0.3014 0.350
H 0.1618 1.9535 1.0690 0.347
```

The HOMO-LUMO gap is 7.87 eV. As for the SMILES: [H]/N=C(/N)C(C)=S. As for the energy: -17021.704 eV. Its largest force on an atom is 6.22 eV/Å.

---

No. 16
ORCA calculation (ωB97M-V/def2-TZVPD) on a single C3H6N2S molecule at a distorted geometry.

Structure (XYZ):
```
12
Properties=species:S:1:pos:R:3:mulliken_charge:R:1
N -0.4697 -0.3648 1.8545 -0.496
C 0.2050 -0.1522 0.4929 -0.033
C -0.6708 -0.6689 -0.7034 -0.473
S -0.0142 -0.0706 -2.2448 -0.167
C 0.9495 1.0822 -1.4169 -0.100
N 0.8404 1.1091 -0.1328 -0.568
H -1.3415 0.2788 2.0130 0.243
H 0.0088 -0.3254 2.7376 0.241
H 1.2448 -0.6354 0.5267 0.233
H -0.7276 -1.7966 -0.5992 0.330
H -1.6495 -0.2582 -0.7347 0.339
H 1.6247 1.8021 -1.7929 0.452
```

The HOMO-LUMO gap is 9.54 eV. As for the SMILES: N[C@H]1CSC=N1. As for the energy: -17021.935 eV. Its largest force on an atom is 4.10 eV/Å.

---

No. 17
ORCA calculation (ωB97M-V/def2-TZVPD) on 2 unconnected molecules or ions with the total composition C3H6N2S at a distorted geometry.

Structure (XYZ):
```
12
Properties=species:S:1:pos:R:3:mulliken_charge:R:1
C -0.5339 0.9499 1.2419 0.656
C -0.6257 -0.5633 -0.8728 -0.605
C 0.3554 -0.0919 1.3279 -0.540
N -1.2893 1.7996 1.2696 -0.519
N 1.7258 -0.0622 0.9807 -0.447
S -2.1959 0.1856 -0.9224 -0.134
H 0.2789 -0.1874 -1.5009 0.246
H -0.7594 -1.6178 -0.9936 0.307
H -0.0240 -1.0261 1.6810 0.365
H 2.2345 -0.9219 1.0646 0.250
H 1.7276 0.4731 0.1415 0.261
H -1.8279 1.4947 -0.8291 0.160
```

The HOMO-LUMO gap (spin up / spin down) is 7.69 / 7.60 eV. As for the energy: -17019.925 eV. Its largest force on an atom is 3.55 eV/Å.

---

No. 18
ORCA calculation (ωB97M-V/def2-TZVPD) on a single C3H6N2S molecule at a distorted geometry.

Structure (XYZ):
```
12
Properties=species:S:1:pos:R:3:mulliken_charge:R:1
H 1.1961 1.6613 -0.3358 0.256
N 1.6448 0.7641 -0.3731 -0.794
C 0.8848 -0.1620 0.0429 0.615
N 1.2770 -1.4738 -0.1278 -0.419
C -0.5586 0.0841 0.5940 -0.202
C -1.5364 0.8688 -0.2247 -0.771
S -1.6383 -0.9686 -0.2952 -0.154
H 0.7028 -2.1728 0.3597 0.195
H 2.1810 -1.6177 -0.4061 0.248
H -0.7192 0.1518 1.7020 0.367
H -2.1814 1.6134 0.2365 0.341
H -1.2527 1.2514 -1.1723 0.318
```

The HOMO-LUMO gap is 9.56 eV. As for the SMILES: [H]/N=C(/N)[C@H]1CS1. As for the energy: -17022.564 eV. Its largest force on an atom is 4.35 eV/Å.

---

No. 19
ORCA calculation (ωB97M-V/def2-TZVPD) on a single C3H6N2S2 molecule at a distorted geometry.

Structure (XYZ):
```
13
Properties=species:S:1:pos:R:3:mulliken_charge:R:1
C 1.9885 -1.8034 0.1342 -0.121
N 2.4005 -0.6085 0.0108 -0.404
S 1.5037 0.9067 -0.1069 -0.006
C -0.2062 0.6148 -0.0708 0.791
C -0.7772 1.9520 0.1637 -1.236
N -0.6969 -0.5811 -0.1701 -0.472
S -2.4964 -0.6832 0.0449 -0.222
H 0.9263 -2.1324 0.1566 0.217
H 2.6030 -2.6494 0.4864 0.253
H -0.1798 2.8505 0.2237 0.394
H -1.5666 2.3028 -0.6382 0.315
H -1.3590 1.8959 1.1839 0.312
H -2.4955 -2.0963 -0.6682 0.178
```

The HOMO-LUMO gap is 9.09 eV. As for the SMILES: C=NS/C(C)=N/S. As for the energy: -27855.755 eV. Its largest force on an atom is 5.08 eV/Å.

---

No. 20
ORCA calculation (ωB97M-V/def2-TZVPD) on a single C3H6N2S2 molecule at a distorted geometry.

Structure (XYZ):
```
13
Properties=species:S:1:pos:R:3:mulliken_charge:R:1
C 0.8408 0.9835 0.1736 -0.919
N 0.0483 -0.1013 0.8964 -0.037
S 0.4921 -0.3758 2.5416 -0.198
C -1.2386 -0.3414 0.4647 0.284
N -1.6741 -0.1844 -0.8153 -0.520
C -0.8936 0.1768 -1.9424 -0.052
S 0.7184 -0.0433 -2.2190 -0.319
H 0.1209 1.8364 -0.1480 0.369
H 1.5186 0.5583 -0.5322 0.306
H 1.6556 1.1268 1.0242 0.311
H 0.1853 0.6550 3.3800 0.161
H -2.0865 -0.7907 1.1835 0.297
H -1.6324 0.4065 -2.8125 0.316
```

The HOMO-LUMO gap is 7.63 eV. As for the SMILES: CN(S)/C=N\C=S. As for the energy: -27855.068 eV. Its largest force on an atom is 4.99 eV/Å.